DFT (ωB97M-V/def2-TZVPD) results for C6H10N as an isolated structure at a distorted geometry.

For the HOMO energy (spin up / spin down), the calculation gives -11.49 / -15.86 eV. Its total charge is +1. Its spin multiplicity is 3. As for the total energy: -288.914992 a.u. The frontier orbital gap (spin up / spin down) is 8.65 / 7.77 eV. Its expectation value of S² is 2.006.

Atoms and positions in Å:
1 C -0.75 0.09 0.02
2 H 3.51 0.35 -0.09
3 H 1.66 -1.62 0.93
4 H -2.19 1.35 -0.88
5 H -0.89 -2.04 -0.09
6 C 0.57 0.02 0.03
7 H -2.30 -1.08 0.92
8 C 1.70 -1.03 0.01
9 H 1.85 -1.64 -1.03
10 C -1.64 1.30 -0.04
11 H -2.31 1.37 0.78
12 N 2.53 0.13 0.08
13 C 1.52 0.97 0.02
14 C -1.57 -1.14 0.11
15 H -0.97 2.18 -0.03
16 H -2.18 -1.31 -0.69
17 H 1.45 2.10 -0.05

Charges in e, computed with Mulliken, in the same order as the atoms: C 0.93; H 0.25; H 0.32; H 0.43; H 0.30; C 0.50; H 0.38; C -0.37; H 0.30; C -1.40; H 0.41; N -0.07; C -0.76; C -1.32; H 0.30; H 0.45; H 0.35

DFT (ωB97M-V/def2-TZVPD) results for an isolated ion of composition C3H5O3Si and charge -1 at a distorted geometry.

For the HOMO energy, the calculation gives -4.45 eV. Its total charge is -1. Its spin multiplicity is 1. As for the total energy: -632.569971 a.u. The frontier orbital gap is 8.54 eV.

Atoms and positions in Å:
1 H 0.25 -1.51 2.56
2 C -0.04 1.29 -0.29
3 C -0.15 -0.17 -0.84
4 O -0.13 1.28 1.02
5 O -0.17 -1.07 0.28
6 H 0.08 0.35 -2.80
7 H -0.33 -1.46 -2.48
8 H -1.26 0.13 2.29
9 Si 0.20 -0.31 1.74
10 H 1.71 -0.36 1.64
11 O -0.18 2.29 -1.00
12 C 0.02 -0.47 -2.11

Charges in e, computed with Mulliken, in the same order as the atoms: H -0.39; C 0.44; C 0.50; O -0.24; O -0.47; H 0.32; H 0.26; H -0.20; Si 0.43; H -0.21; O -0.65; C -0.80